Density functional theory data (ωB97M-V/def2-TZVPD) for a 2-piece molecular cluster, C4H12NS2 overall.

XYZ file:
```
19
Properties=species:S:1:pos:R:3:lowdin_charge:R:1
C 0.88593 3.62950 -0.16778 -0.4822
S -0.03563 2.17995 -0.64524 0.4492
S 0.27173 0.93987 0.99603 0.4638
C 1.93389 0.19221 0.53626 -0.3812
H 0.45441 4.14678 0.70752 0.0487
H 1.97564 3.33824 0.01784 0.0602
H 0.83952 4.30206 -1.04080 0.0443
H 2.57829 0.95016 0.18114 0.0083
H 2.38734 -0.33864 1.37756 0.0487
H 1.76306 -0.50920 -0.27259 0.0215
C -1.30022 -3.07138 0.26701 -0.0208
C -1.76607 -1.07928 -0.95345 0.1695
N -1.06553 -1.67971 -0.05576 -0.0349
H -2.23472 -3.41427 -0.23313 0.1100
H -1.50068 -3.12974 1.36610 0.1261
H -0.42931 -3.67242 -0.07929 0.1191
H -2.44713 -1.62973 -1.63144 0.1418
H -1.87298 -0.03148 -0.93136 0.0616
H -0.43754 -1.12291 0.56138 0.0463
```

## Properties
Spin multiplicity: 1
Charge: +1
Strongest force on any atom in eV/A: 1.7
Electronic energy in eV: -27495.767

Density functional theory data (ωB97M-V/def2-TZVPD) for a 2-piece molecular cluster, C4H12O overall.

XYZ file:
```
17
Properties=species:S:1:pos:R:3:lowdin_charge:R:1
C -1.96000 -0.17978 -0.59261 -0.1112
C -1.19021 -0.96331 -1.61798 -0.2815
O -1.27066 -2.39645 -1.35817 -0.0896
H -1.40731 0.10181 0.30707 0.0509
H -3.01977 -0.38568 -0.45395 0.0775
H -1.97042 0.89565 -0.89089 0.0855
H -1.44693 -0.94608 -2.67067 0.1153
H -0.16570 -0.64250 -1.39158 0.0852
H -0.96459 -2.47742 -0.46620 0.0554
C 1.90620 0.83231 1.83820 -0.1665
C 1.41193 0.90187 0.37246 -0.1481
H 1.16752 0.41441 2.52922 0.0589
H 2.84908 0.31463 1.97296 0.0574
H 2.05164 1.83966 2.25192 0.0586
H 1.88330 1.77711 -0.06355 0.0656
H 0.34570 0.97268 0.22527 0.0216
H 1.78025 -0.05891 0.00849 0.0648
```

## Properties
SMILES: CCO.CC
Spin multiplicity: 1
Strongest force on any atom in eV/A: 3.0
Electronic energy in eV: -6388.904

Density functional theory data (ωB97M-V/def2-TZVPD) for a 2-piece molecular cluster, C4H12O overall.

XYZ file:
```
17
Properties=species:S:1:pos:R:3:lowdin_charge:R:1
C 0.84587 -2.26637 -1.27246 -0.0818
C 1.32305 -0.81247 -1.21361 -0.3125
O 2.61791 -0.42446 -1.70355 -0.0725
H 1.12469 -2.77360 -0.34946 0.0668
H 1.19889 -2.82065 -2.13615 0.0706
H -0.24228 -2.21792 -1.28536 0.0688
H 0.62456 -0.21444 -1.80888 0.1018
H 1.22350 -0.44368 -0.19494 0.0995
H 2.43208 -0.18792 -2.60060 0.0603
C -0.94132 1.52333 2.15279 -0.1804
C -1.87609 1.47341 0.94322 -0.1657
H -0.39001 2.46830 2.19549 0.0612
H -1.41112 1.46879 3.13600 0.0590
H -0.16550 0.75569 2.12092 0.0512
H -1.28142 1.65723 0.05422 0.0550
H -2.62537 2.26124 1.04146 0.0593
H -2.45743 0.55354 0.92091 0.0592
```

## Properties
SMILES: CCO.CC
Spin multiplicity: 1
Strongest force on any atom in eV/A: 1.3
Electronic energy in eV: -6389.403

Density functional theory data (ωB97M-V/def2-TZVPD) for a 2-piece molecular cluster, C4H12O overall.

XYZ file:
```
17
Properties=species:S:1:pos:R:3:lowdin_charge:R:1
C 0.57365 0.81447 -0.68161 -0.0998
C 1.58451 -0.27130 -0.07556 -0.2811
C 2.60935 0.31467 0.91815 -0.1043
H 0.49378 0.58380 -1.81612 0.0967
H 1.01083 1.81223 -0.43894 0.0696
H -0.40044 0.78896 -0.28300 -0.0255
H 0.88865 -1.01264 0.26746 0.0743
H 1.95423 -0.81156 -0.88460 0.0617
H 2.19471 0.92222 1.69885 0.0595
H 3.07421 -0.54628 1.30845 0.0530
H 3.10399 1.17829 0.49256 0.0687
C -2.62673 -0.66860 0.25261 -0.1943
O -3.65759 -0.41936 -0.64533 -0.1789
H -2.03068 0.46386 0.48679 0.1330
H -1.86616 -1.33939 -0.11704 0.0624
H -3.19226 -0.95498 1.10797 0.0589
H -3.71404 -0.85438 -1.59063 0.1461
```

## Properties
SMILES: CCC.CO
Spin multiplicity: 1
Strongest force on any atom in eV/A: 4.2
Electronic energy in eV: -6387.579

Gap between HOMO and LUMO per entry: 7.6; 11.1; 11.3; 10.8 eV
Relative energy (zero: lowest compared OMol25 entry of this formula, charge and spin) per entry: 28.0; 28.1; 16.6; 58.6 kcal/mol